No. 1
Density functional theory data (ωB97M-V with the def2-TZVPD basis set) for 13 unconnected molecules or ions with the total composition ClH24O16 at a distorted geometry.

The net charge is -1. Its spin multiplicity is 1. The max |F| comes out at 0.0623 Eh/bohr. The calculation puts the LUMO energy at 2.664 eV. The value obtained for the HOMO energy is -7.8 eV. Its gap between HOMO and LUMO is 10.4406 eV. The value obtained for the energy above the lowest of the compared OMol25 structures with the same formula, charge and spin is 0.775 eV.

Last column: Mulliken charge in e.
Geometry (Å):
Cl 22.09 24.48 9.76  1.573
O 20.83 25.28 10.01  -0.733
O 21.79 23.04 9.95  -0.133
O 22.62 24.74 8.36  -0.922
O 23.05 24.88 10.83  -0.686
O 20.75 22.25 6.97  -0.637
H 20.27 22.72 7.66  0.355
H 20.35 21.41 6.90  0.290
O 19.10 24.21 7.85  -0.645
H 19.20 25.08 8.22  0.288
H 18.61 23.67 8.44  0.276
O 21.32 26.09 6.48  -0.761
H 20.72 25.43 6.16  0.344
H 21.62 25.69 7.28  0.475
O 19.65 21.93 11.68  -0.793
H 20.16 21.18 11.39  0.445
H 20.32 22.56 11.98  0.223
O 22.34 20.31 8.73  -0.633
H 22.09 21.24 8.53  0.331
H 22.38 19.93 7.84  0.280
O 18.54 26.98 8.65  -0.630
H 18.68 27.42 7.79  0.305
H 19.27 27.29 9.18  0.323
O 23.10 25.31 4.75  -0.680
H 22.72 25.68 5.55  0.394
H 23.19 24.37 4.89  0.304
O 22.51 21.32 12.14  -0.679
H 22.28 22.21 11.98  0.293
H 23.17 21.16 11.43  0.344
O 24.44 22.76 8.02  -0.666
H 24.35 22.22 8.83  0.283
H 23.94 23.57 8.14  0.427
O 18.51 25.11 11.41  -0.650
H 19.35 25.22 10.93  0.404
H 18.13 24.34 11.00  0.311
O 18.67 21.62 9.28  -0.650
H 19.15 21.84 10.05  0.479
H 18.31 20.75 9.39  0.261
O 21.17 23.69 13.04  -0.545
H 20.72 23.74 13.89  0.203
H 21.54 24.54 12.97  0.234


No. 2
Density functional theory data (ωB97M-V with the def2-TZVPD basis set) for 15 unconnected molecules or ions with the total composition ClH28O18 at a distorted geometry.

The net charge is -1. Its spin multiplicity is 1. The max |F| comes out at 0.0847 Eh/bohr. The calculation puts the LUMO energy at 2.287 eV. The value obtained for the HOMO energy is -7.4 eV. Its gap between HOMO and LUMO is 9.6428 eV. The value obtained for the energy above the lowest of the compared OMol25 structures with the same formula, charge and spin is 0.599 eV.

Last column: Mulliken charge in e.
Geometry (Å):
Cl 0.04 -0.97 -0.43  1.764
O 1.20 -1.91 -0.47  -0.973
O -1.25 -1.64 -0.82  -0.942
O -0.10 -0.44 0.95  -0.562
O 0.36 0.17 -1.38  -0.356
O 4.00 -1.94 0.37  -0.661
H 4.66 -1.99 -0.34  0.331
H 3.22 -2.25 -0.05  0.295
O -1.81 1.19 2.82  -0.704
H -1.93 1.84 3.51  0.235
H -2.14 1.45 1.96  0.258
O 1.25 2.63 0.01  -0.669
H 1.52 2.72 0.93  0.296
H 1.87 1.94 -0.30  0.382
O -1.35 -2.61 3.55  -0.700
H -1.67 -2.94 2.72  0.305
H -0.88 -1.76 3.45  0.465
O 2.63 0.03 1.71  -0.650
H 2.92 -0.63 1.11  0.389
H 1.69 -0.03 1.65  0.313
O 3.34 1.05 -0.88  -0.701
H 3.14 0.27 -1.44  0.450
H 4.14 0.89 -0.35  0.265
O -2.64 -0.74 -2.98  -0.746
H -2.42 0.12 -3.16  0.370
H -2.17 -0.99 -2.22  0.406
O -2.71 -1.09 1.65  -0.709
H -2.46 -0.30 2.10  0.550
H -1.86 -1.30 1.37  0.130
O -1.45 1.95 0.12  -0.603
H -0.51 1.93 0.26  0.457
H -1.74 2.89 0.11  0.236
O 2.79 -0.91 -2.43  -0.783
H 2.12 -0.51 -2.99  0.384
H 2.24 -1.40 -1.82  0.431
O -4.35 -0.38 -0.63  -0.682
H -3.97 -0.84 -1.45  0.374
H -3.65 -0.74 -0.07  0.393
O -1.41 1.76 -2.66  -0.776
H -0.65 2.14 -3.07  0.225
H -1.24 1.39 -1.77  0.446
O 1.05 0.65 -3.92  -0.679
H 0.95 1.62 -3.88  0.322
H 0.28 0.39 -3.41  0.359
O -0.03 -0.43 4.00  -0.644
H -0.38 -0.49 4.90  0.300
H -0.64 0.24 3.68  0.411


No. 3
Density functional theory data (ωB97M-V with the def2-TZVPD basis set) for 2 unconnected molecules or ions with the total composition ClH2NO2Si at a distorted geometry.

The net charge is 0. The SMILES is O=[SiH2].O=NCl. Its spin multiplicity is 1. The max |F| comes out at 0.0691 Eh/bohr. The calculation puts the LUMO energy at -0.969 eV. The value obtained for the HOMO energy is -10.6 eV. Its gap between HOMO and LUMO is 9.5833 eV. The value obtained for the energy above the lowest of the compared OMol25 structures with the same formula, charge and spin is 2.387 eV.

Last column: Mulliken charge in e.
Geometry (Å):
O -1.65 1.19 -0.03  -0.404
Si -1.94 -0.29 0.00  0.494
H -1.30 -1.19 -1.08  -0.041
H -3.01 -0.89 0.85  -0.053
O 1.93 -0.46 0.48  -0.232
N 2.74 0.01 -0.24  0.282
Cl 3.23 1.64 0.02  -0.046


No. 4
Density functional theory data (ωB97M-V with the def2-TZVPD basis set) for a single ClH2NO2Si molecule at a distorted geometry.

The net charge is 0. Its spin multiplicity is 3. The max |F| comes out at 0.0922 Eh/bohr. The calculation puts the LUMO energy (spin up / spin down) at 0.126 / -2.981 eV. The value obtained for the HOMO energy (spin up / spin down) is -8.0 / -10.9 eV. Its gap between HOMO and LUMO (spin up / spin down) is 8.1647 / 7.9057 eV. The value obtained for the energy above the lowest of the compared OMol25 structures with the same formula, charge and spin is 2.254 eV.

Last column: Mulliken charge in e.
Geometry (Å):
N 1.69 -0.30 2.87  0.363
O 0.99 -0.20 1.48  -0.430
O 2.25 0.65 3.24  -0.268
Si 0.13 0.39 -0.13  0.632
Cl 1.25 2.05 -0.54  -0.152
H 0.33 -0.64 -1.23  -0.064
H -1.21 0.27 0.21  -0.081


No. 5
Density functional theory data (ωB97M-V with the def2-TZVPD basis set) for a single ClH2NOS2 molecule at a distorted geometry.

The net charge is 0. The SMILES is N[S@](=O)(=S)Cl. Its spin multiplicity is 1. The max |F| comes out at 0.0461 Eh/bohr. The calculation puts the LUMO energy at -2.286 eV. The value obtained for the HOMO energy is -10.4 eV. Its gap between HOMO and LUMO is 8.1171 eV. The value obtained for the energy above the lowest of the compared OMol25 structures with the same formula, charge and spin is 0.463 eV.

Last column: Mulliken charge in e.
Geometry (Å):
N -1.04 -0.23 0.05  -0.415
S 0.59 -0.27 -0.23  0.738
O 0.78 -0.26 -1.63  -0.422
S 1.43 -1.57 0.88  -0.177
Cl 1.12 2.08 0.52  -0.313
H -1.32 -0.10 1.01  0.295
H -1.55 0.35 -0.60  0.294


No. 6
Density functional theory data (ωB97M-V with the def2-TZVPD basis set) for a single ClH2NP2 molecule at a distorted geometry.

The net charge is 0. The SMILES is [PH2]#P=NCl. Its spin multiplicity is 1. The max |F| comes out at 0.0615 Eh/bohr. The calculation puts the LUMO energy at -1.185 eV. The value obtained for the HOMO energy is -9.6 eV. Its gap between HOMO and LUMO is 8.4275 eV. The value obtained for the energy above the lowest of the compared OMol25 structures with the same formula, charge and spin is 3.025 eV.

Last column: Mulliken charge in e.
Geometry (Å):
P 0.73 1.48 -0.01  -0.151
P 0.72 -0.79 -0.29  0.352
N -0.78 -0.72 -0.73  -0.234
Cl -1.50 -2.65 -0.82  -0.180
H 1.45 1.50 1.13  0.078
H -0.61 1.18 0.72  0.135


No. 7
Density functional theory data (ωB97M-V with the def2-TZVPD basis set) for a molecular structure, ClH2NS at a distorted geometry.

The net charge is 0. Its spin multiplicity is 1. The max |F| comes out at 0.0969 Eh/bohr. The calculation puts the LUMO energy at -1.785 eV. The value obtained for the HOMO energy is -9.8 eV. Its gap between HOMO and LUMO is 7.9835 eV. The value obtained for the energy above the lowest of the compared OMol25 structures with the same formula, charge and spin is 0.422 eV.

Last column: Mulliken charge in e.
Geometry (Å):
N -0.35 -0.79 -0.22  -0.361
S 0.25 -0.15 1.11  0.138
Cl 0.73 2.32 0.50  -0.384
H 0.51 -1.02 -0.83  0.323
H -1.14 -0.36 -0.56  0.284


No. 8
Density functional theory data (ωB97M-V with the def2-TZVPD basis set) for 2 unconnected molecules or ions with the total composition ClH2O at a distorted geometry.

The net charge is -1. Its spin multiplicity is 1. The max |F| comes out at 0.0229 Eh/bohr. The calculation puts the LUMO energy at 4.484 eV. The value obtained for the HOMO energy is -3.8 eV. Its gap between HOMO and LUMO is 8.3213 eV. The value obtained for the energy above the lowest of the compared OMol25 structures with the same formula, charge and spin is 0.099 eV.

Last column: Mulliken charge in e.
Geometry (Å):
O -0.31 0.93 0.35  -0.645
H -0.04 0.09 -0.10  0.291
H 0.30 1.01 1.12  0.288
Cl 0.04 -2.03 -1.37  -0.934


No. 9
Density functional theory data (ωB97M-V with the def2-TZVPD basis set) for a molecular structure, ClH2O at a distorted geometry.

The net charge is -1. Its spin multiplicity is 1. The max |F| comes out at 0.0471 Eh/bohr. The calculation puts the LUMO energy at 4.806 eV. The value obtained for the HOMO energy is -4.1 eV. Its gap between HOMO and LUMO is 8.8989 eV. The value obtained for the energy above the lowest of the compared OMol25 structures with the same formula, charge and spin is 0.216 eV.

Last column: Mulliken charge in e.
Geometry (Å):
O 1.77 0.74 2.50  -0.669
H 1.25 0.61 1.69  0.277
H 1.68 1.70 2.71  0.279
Cl 0.23 0.10 0.31  -0.888


No. 10
Density functional theory data (ωB97M-V with the def2-TZVPD basis set) for a single ClH2O3PS molecule at a distorted geometry.

The net charge is 0. The SMILES is OO[P@@](O)(=S)Cl. Its spin multiplicity is 1. The max |F| comes out at 0.0532 Eh/bohr. The calculation puts the LUMO energy at -0.001 eV. The value obtained for the HOMO energy is -9.9 eV. Its gap between HOMO and LUMO is 9.9480 eV. The value obtained for the energy above the lowest of the compared OMol25 structures with the same formula, charge and spin is 1.280 eV.

Last column: Mulliken charge in e.
Geometry (Å):
O 0.09 -0.77 0.11  -0.292
O 1.44 -0.32 -0.15  -0.139
P 1.43 0.92 -1.09  0.800
O 0.43 1.90 -0.29  -0.445
S 3.31 1.50 -1.29  -0.332
Cl 0.21 0.32 -2.65  -0.251
H -0.22 -0.99 -0.74  0.311
H 1.07 2.58 0.12  0.350


No. 11
Density functional theory data (ωB97M-V with the def2-TZVPD basis set) for a single ClH3N2O molecule at a distorted geometry.

The net charge is 0. The SMILES is NONCl. Its spin multiplicity is 1. The max |F| comes out at 0.0434 Eh/bohr. The calculation puts the LUMO energy at 0.567 eV. The value obtained for the HOMO energy is -9.8 eV. Its gap between HOMO and LUMO is 10.3955 eV. The value obtained for the energy above the lowest of the compared OMol25 structures with the same formula, charge and spin is 0.000 eV.

Last column: Mulliken charge in e.
Geometry (Å):
N -0.02 -1.34 0.23  -0.343
O 0.76 -0.17 0.07  -0.202
N 0.03 1.08 0.04  -0.192
Cl -0.35 1.58 -1.61  -0.065
H -0.77 -1.33 -0.45  0.265
H -0.34 -1.48 1.16  0.244
H 0.69 1.66 0.55  0.294


No. 12
Density functional theory data (ωB97M-V with the def2-TZVPD basis set) for a single ClH3N2S molecule at a distorted geometry.

The net charge is 0. Its spin multiplicity is 3. The max |F| comes out at 0.1008 Eh/bohr. The calculation puts the LUMO energy (spin up / spin down) at 0.744 / -2.523 eV. The value obtained for the HOMO energy (spin up / spin down) is -6.2 / -10.1 eV. Its gap between HOMO and LUMO (spin up / spin down) is 6.9448 / 7.5829 eV. The value obtained for the energy above the lowest of the compared OMol25 structures with the same formula, charge and spin is 0.344 eV.

Last column: Mulliken charge in e.
Geometry (Å):
N 1.31 0.18 0.18  -0.457
N 0.04 0.10 -0.53  -0.261
S -1.30 -0.58 0.36  0.131
Cl -2.96 0.53 -0.10  -0.230
H 1.25 0.91 0.84  0.259
H 1.43 -0.72 0.64  0.270
H 0.23 -0.42 -1.39  0.288